Entry from the Open Molecules 2025 dataset: a structure of composition C14H25BaClNP (ωB97M-V/def2-TZVPD).

The value obtained for the LUMO energy (alpha / beta) is -0.69 / -0.69 eV. For the max |F|, the calculation gives 5.642 eV/Å. The value obtained for the molecular weight is 411.12 g mol⁻¹. Its gap between HOMO and LUMO (alpha / beta) is 3.634 / 3.635 eV. As for the total energy: -1429.9383 a.u.

Geometry (Å):
H  0.89139  4.42962  -2.34154
H  2.67345  3.04277  -1.35691
P  1.93746  -0.75497  0.89046
H  0.54640  2.14394  2.03777
H  -0.35338  0.29301  0.06579
C  -2.98027  -2.51584  -0.28870
H  4.30004  -1.42708  1.15070
C  1.35704  1.54992  -0.60607
C  1.89357  -1.83415  -0.58778
C  -0.70178  3.09871  -1.71941
C  3.38808  -1.42895  1.76326
H  -2.84873  -0.21573  0.74404
H  2.95566  1.43660  0.88801
C  -2.36042  1.18841  -0.94617
H  -1.49484  3.75720  -2.08185
H  3.56454  -0.85589  2.68294
H  2.90891  -1.91474  -0.99996
H  -3.76755  -2.07411  0.33367
H  -2.95846  1.20828  -1.85464
H  0.21270  -1.80385  4.38179
H  -2.29016  -2.35014  -2.59116
C  -0.97962  1.84754  -1.17587
H  -0.00474  -2.63918  4.01502
H  -2.50259  -3.38490  0.25498
Cl  -0.05058  0.89626  3.91549
C  1.64221  2.74444  -1.29209
C  2.50693  0.78461  0.09633
C  -0.35123  1.80739  2.54689
H  1.22953  -1.44009  -1.36790
Ba  -0.96645  -1.66371  1.41426
C  0.61166  3.53474  -1.83776
N  -1.94855  -1.41093  -0.67032
H  3.16262  -2.46255  2.06135
C  -2.24593  -0.12414  -0.17124
H  -2.93205  1.83157  -0.24779
H  3.32768  0.54698  -0.62451
H  -2.00302  -0.48310  -2.53412
H  -3.36809  -2.95132  -1.22579
C  0.03055  1.13170  -0.53108
H  -0.65389  -1.66861  -2.34569
H  1.56021  -2.84377  -0.30033
C  -1.72601  -1.48836  -2.18246
H  -1.21225  2.46245  2.63841

Cartesian forces (eV/Å) of the 2 atoms listed first:
H -0.11 0.68 -0.21
H 0.26 0.28 -0.13

Entry from the Open Molecules 2025 dataset: a structure of composition C14H25CuN4 (ωB97M-V/def2-TZVPD).

The value obtained for the LUMO energy (alpha / beta) is -2.40 / -4.25 eV. For the max |F|, the calculation gives 0.665 eV/Å. The value obtained for the molecular weight is 312.93 g mol⁻¹. The total charge is +1. As for the expectation value of S²: 0.753. Its gap between HOMO and LUMO (alpha / beta) is 8.554 / 6.705 eV. The spin multiplicity is 2. As for the total energy: -2407.7186 a.u.

Geometry (Å):
H  1.50160  -1.09127  0.63614
C  1.10035  -0.98197  -3.49774
H  -0.59444  2.99585  -1.55081
C  -0.28947  -1.05738  3.49600
H  0.26613  4.97480  -0.74795
H  2.03948  0.49369  -4.74149
C  -2.52016  -4.61347  -1.55207
H  1.66410  2.17964  1.26479
H  -2.59701  -1.32194  1.99804
H  2.41212  1.46277  -0.19346
C  -1.45022  -0.11208  3.19605
H  0.01386  -0.89583  4.53007
H  1.34937  -1.81553  -4.14228
C  0.06137  2.34078  -0.97229
H  1.43089  2.37752  -3.25032
H  -0.52249  1.99787  -0.08818
H  -2.17152  -0.15328  4.01469
H  -2.82089  0.26013  1.71049
H  0.24171  4.30668  0.90262
N  0.70498  -1.30800  1.22822
C  0.42803  1.14616  -1.82444
N  1.21451  3.12413  -0.58097
N  -2.10963  -0.43773  1.91272
H  1.74195  4.97162  0.22439
H  -2.23027  -5.50782  -1.00155
C  0.93041  -0.83359  2.60669
H  -0.62235  -2.09741  3.40968
C  1.13913  1.36352  -3.00346
H  -3.58407  -4.66579  -1.78114
Cu  -0.92054  -0.60672  0.18440
C  -2.25371  -3.44252  -0.75084
C  0.84236  4.40675  -0.01786
H  0.09933  -2.22053  -2.07826
H  1.80114  -1.32816  3.04288
C  0.04434  -0.14772  -1.48255
C  1.47970  0.30996  -3.83365
N  -2.04753  -2.51971  -0.09930
C  0.38870  -1.20316  -2.32663
H  0.58605  -2.31740  1.21836
C  2.12004  2.40108  0.28048
H  -1.07476  0.91078  3.13492
H  3.01751  2.99438  0.45150
H  -1.95949  -4.57189  -2.48493
H  1.14935  0.23280  2.55905

Cartesian forces (eV/Å) of the 2 atoms listed first:
H 0.03 -0.07 0.03
C -0.06 -0.06 0.04

Entry from the Open Molecules 2025 dataset: a cluster of 3 separate species, C14H25F12N2O4S in total (ωB97M-V/def2-TZVPD).

The value obtained for the LUMO energy is -4.00 eV. For the max |F|, the calculation gives 0.719 eV/Å. The value obtained for the molecular weight is 545.41 g mol⁻¹. The total charge is +1. Its gap between HOMO and LUMO is 8.046 eV. As for the total energy: -2555.0587 a.u.

Geometry (Å):
H  -0.28077  3.06490  -1.57441
F  3.22569  6.48376  -1.04111
C  -6.21897  0.67563  0.61479
H  -6.00887  -1.44465  0.36508
C  -5.22420  -0.91872  2.29142
H  -1.49297  -5.81457  1.47343
F  5.15960  5.63351  0.31187
H  1.62408  -5.52324  1.51200
F  3.15391  3.15368  0.26102
O  0.51532  -1.26862  -1.46403
H  -0.60775  -4.48521  0.71424
H  2.45901  -1.50027  -0.82920
C  -5.45565  -0.62159  0.81997
O  0.72395  2.12237  0.51222
H  2.43743  0.68580  -1.80350
F  -0.11934  -1.55553  0.92533
F  1.07333  4.64555  -0.37510
F  1.26333  5.59143  -2.31122
H  1.99816  -7.19119  1.06277
C  1.18980  -6.51221  1.33182
H  -7.18921  0.64482  1.11088
H  -6.16824  -0.99164  2.83169
H  -4.63164  -0.12078  2.74933
H  1.69072  3.54346  -3.29146
H  0.73952  -6.85824  2.26266
H  0.24770  1.85964  -2.73057
H  0.60081  -0.86674  -2.33670
C  1.57634  -0.89040  -0.61741
C  0.57087  2.45334  -1.87447
H  -5.65330  1.51584  1.02909
N  -1.55697  2.01742  1.42325
F  5.15102  3.60345  -0.62365
H  2.68628  0.90945  -0.08124
H  -0.06731  0.82455  -0.79366
C  -0.48157  2.05227  1.02163
C  1.81485  4.65964  -1.50113
H  -4.68124  -1.85586  2.41255
F  1.88771  -2.27415  1.26923
S  4.15783  4.43342  0.29201
H  1.14705  -5.15935  -0.87267
N  0.75683  1.45067  -0.76642
F  1.39485  -0.21353  1.67470
H  -1.71298  -5.47002  -0.24966
C  -0.98515  -5.50188  0.56057
F  4.83727  3.81901  1.55595
H  -3.69761  0.12707  0.50819
F  3.98501  4.90829  -2.32248
C  1.77373  3.31030  -2.23068
H  2.72324  2.79424  -2.10665
C  1.16445  -1.24688  0.84043
H  -0.23134  -7.43543  0.01797
O  0.78008  -6.03901  -1.01023
H  -6.37811  0.86370  -0.44681
C  3.26647  5.17322  -1.22437
F  3.14222  5.19908  1.22166
O  -4.20864  -0.58908  0.11251
C  0.16154  -6.43706  0.21532
C  1.97186  0.56634  -0.82675

Cartesian forces (eV/Å) of the 2 atoms listed first:
H -0.04 -0.06 0.02
F 0.00 0.00 0.08

Entry from the Open Molecules 2025 dataset: a structure of composition C14H25HgN3O3 (ωB97M-V/def2-TZVPD).

The value obtained for the LUMO energy is -8.58 eV. For the max |F|, the calculation gives 3.649 eV/Å. The value obtained for the molecular weight is 483.96 g mol⁻¹. The total charge is +2. Its gap between HOMO and LUMO is 4.741 eV. As for the total energy: -1091.2893 a.u.

Geometry (Å):
H  -2.33298  1.69670  -3.80833
Hg  -0.39882  0.03504  2.84920
C  -0.18649  -0.83213  6.14879
H  -3.13956  0.29231  -4.52628
H  2.75913  1.18335  -1.85037
C  -1.31763  -0.14241  -3.44199
C  -1.10374  -1.43565  -3.77939
H  -0.38252  1.49889  -2.38608
O  2.85731  2.76412  0.94660
H  -0.89612  -1.90708  -0.83588
H  1.53741  2.48195  -1.80024
N  0.63025  -1.13216  4.94235
C  0.02760  -1.85154  -1.42466
H  0.09021  1.29750  5.98765
H  0.78118  -2.14047  4.85897
C  -0.72668  0.57092  6.05654
H  -2.76367  -2.00526  -5.05035
C  -0.36134  -2.42132  -2.97074
H  -0.94348  -3.33658  -2.80096
C  1.92040  1.84430  1.13778
H  -1.90451  1.61980  4.66622
N  -1.53334  0.67997  4.81288
H  -1.34942  -1.40775  -5.93415
H  0.41294  -0.94395  7.06387
C  2.26011  1.90842  -1.20347
H  -1.67431  0.95669  -5.27549
H  4.24594  2.42706  -0.56933
N  1.57572  1.24275  -0.08612
C  3.21691  2.80269  -0.47511
H  -2.34322  0.05658  4.85037
C  -1.66488  -1.98395  -5.05566
H  -1.32231  -3.01722  -5.19557
H  -1.34483  0.81521  6.92781
H  0.77844  -2.53256  -1.00892
H  -1.01664  -1.54927  6.18932
C  0.55826  -0.47305  -1.50539
H  1.56204  -0.72340  5.04788
C  -0.81365  0.50785  -2.22256
C  0.88554  0.04753  -0.17883
H  1.35449  -0.31410  -2.24522
O  0.56765  -0.60751  0.83306
O  1.43801  1.62350  2.25495
H  0.59307  -2.71730  -3.43440
C  -2.15890  0.73849  -4.31259
H  -1.53512  0.54237  -1.39320
H  3.16155  3.84069  -0.80294

Cartesian forces (eV/Å) of the 2 atoms listed first:
H -0.08 -0.10 -0.22
Hg 1.37 0.04 0.66